Run 1
17
Properties=species:S:1:pos:R:3:nbo_charge:R:1 method="wB97M-V/def2-TZVPD" spin_multiplicity=1 total_charge=0 homo_lumo_gap_ev=11.39
C 0.6063 0.1938 -0.0532 -0.189
C -1.1345 -1.1873 1.1168 -0.612
C 1.2310 0.3265 -1.4218 -0.605
C -0.4211 -1.0362 -0.1568 -0.406
C -0.0663 1.5659 0.4331 -0.627
H -1.2417 -0.7144 -0.8213 0.200
H -1.6540 -2.1663 1.0519 0.205
H -0.9332 1.8125 -0.2429 0.200
H -1.9586 -0.4375 1.4406 0.208
H 1.3387 -0.1434 0.5815 0.181
H -0.4624 -1.3946 1.9157 0.198
H 0.2150 -1.8882 -0.3617 0.209
H 2.0470 1.0436 -1.2526 0.199
H 1.7877 -0.4637 -1.7229 0.205
H 0.7155 2.3535 0.2631 0.215
H -0.5498 1.5103 1.4040 0.217
H 0.4802 0.6255 -2.1735 0.204

***

Run 2
17
Properties=species:S:1:pos:R:3:nbo_charge:R:1 method="wB97M-V/def2-TZVPD" spin_multiplicity=1 total_charge=0 homo_lumo_gap_ev=11.75
C 0.5590 -0.6782 -0.9810 -0.394
C -0.6693 0.1955 1.1089 -0.407
C 0.5230 1.0115 1.6732 -0.619
C -0.2456 0.1325 -1.9845 -0.625
C -0.2336 -1.0446 0.3202 -0.389
H -1.2714 0.8705 0.5348 0.201
H -1.2854 -0.1644 1.9406 0.205
H -1.1359 0.6199 -1.5399 0.204
H -0.6742 -0.6371 -2.6720 0.198
H 1.3835 0.3833 1.7995 0.205
H 0.4172 -1.6953 0.8529 0.201
H 0.3100 1.4418 2.6769 0.211
H 1.3191 0.0497 -0.5766 0.185
H 0.2620 0.7902 -2.6834 0.215
H 1.0560 -1.5210 -1.4162 0.204
H -1.0274 -1.6583 -0.1101 0.198
H 0.7130 1.9040 1.0567 0.207

***

The computed energies, referenced to the most stable structure and given in eV, are run 1 0.534; run 2 0.000.

***

Run 1
16
Properties=species:S:1:pos:R:3:nbo_charge:R:1 method="wB97M-V/def2-TZVPD" spin_multiplicity=1 total_charge=0 homo_lumo_gap_ev=8.57
N 1.2686 1.2224 -1.2920 -0.693
N 0.9607 -0.6532 2.0086 -0.853
N -0.8371 -0.7949 0.0746 -0.696
N 1.3707 -0.0177 -0.5927 -0.666
C 0.4785 -0.0554 0.9881 0.328
C -2.0482 0.0333 -0.0055 -0.423
H -2.3665 0.3618 0.9869 0.206
H -2.8504 -0.5394 -0.4709 0.201
H -0.9892 -1.6857 0.5387 0.402
H 2.0077 1.8643 -1.0128 0.335
H -1.8207 0.9136 -0.6036 0.220
H 1.3573 1.0653 -2.2932 0.345
H -0.1388 -0.6700 -0.7745 0.472
H 1.0676 -1.6588 1.8840 0.324
H 2.3190 -0.3828 -0.5109 0.342
H 0.2208 0.9973 1.0753 0.156

***

Run 2
16
Properties=species:S:1:pos:R:3:nbo_charge:R:1 method="wB97M-V/def2-TZVPD" spin_multiplicity=1 total_charge=0 homo_lumo_gap_ev=10.11
N 1.0530 -1.4439 -0.3270 -0.762
N -1.5720 -1.1360 -0.4406 -0.664
N -0.6885 -0.0427 -0.5758 -0.154
N -1.2424 1.2135 -0.3387 -0.643
C 0.6528 -0.2378 -0.4139 0.441
C 1.4831 1.0157 -0.4022 -0.676
H 2.0603 -1.5434 -0.2673 0.345
H -1.2631 -1.7248 0.3339 0.363
H -1.6644 1.2559 0.5902 0.345
H 1.2244 1.6386 -1.2539 0.238
H -1.9756 1.3861 -1.0223 0.359
H 2.5412 0.7664 -0.4365 0.215
H 0.0641 -0.6233 2.3900 0.002
H -1.5107 -1.7093 -1.2797 0.361
H -0.4382 -0.3977 2.9404 -0.005
H 1.2760 1.5826 0.5033 0.234

***

Run 3
16
Properties=species:S:1:pos:R:3:nbo_charge:R:1 method="wB97M-V/def2-TZVPD" spin_multiplicity=1 total_charge=0 homo_lumo_gap_ev=9.34
N -1.0666 -1.5467 -0.5208 -0.863
N 1.4932 0.4763 1.9077 -0.840
N 1.1807 0.7199 -0.4319 -0.817
N 0.4696 2.3556 1.0291 -0.830
C -1.5838 -1.6942 -1.8599 -0.404
C 1.0798 1.1508 0.7709 0.594
H -1.7797 -1.2712 0.1379 0.347
H 1.9423 0.0444 -0.4496 0.344
H -1.9294 -0.7752 -2.3505 0.161
H -0.2834 -0.9078 -0.4375 0.377
H -0.8363 -2.1506 -2.5105 0.187
H 0.8379 2.8651 1.8144 0.383
H 1.0291 0.7534 2.7588 0.381
H 1.5264 -0.5249 1.8164 0.394
H -2.4278 -2.3820 -1.8562 0.185
H 0.3481 2.8870 0.1821 0.402

***

The computed energies, referenced to the most stable structure and given in eV, are run 1 4.012; run 2 2.341; run 3 0.000.

***

Run 1
12
Properties=species:S:1:pos:R:3:nbo_charge:R:1 method="wB97M-V/def2-TZVPD" spin_multiplicity=2 s_squared=0.75 total_charge=+1 homo_lumo_gap_ev="3.78 / 7.04"
Cd -1.4925 2.8307 0.9249 1.727
O 0.1087 1.7477 0.4371 -0.938
O -0.0856 0.1491 -1.1047 -0.593
O -0.3168 -0.4330 1.1952 -0.474
O -1.9573 1.0042 0.4951 -0.848
C -0.7372 0.6039 0.3907 0.941
C 0.6564 -1.2011 0.6074 0.119
C 0.5965 -1.0781 -0.8810 -0.170
H 0.0075 -1.8911 -1.3405 0.213
H 0.7247 1.4386 -0.5380 0.594
H 1.6042 -1.0488 -1.3244 0.223
H 0.8914 -2.1221 1.1383 0.207

***

Run 2
12
Properties=species:S:1:pos:R:3:nbo_charge:R:1 method="wB97M-V/def2-TZVPD" spin_multiplicity=2 s_squared=0.75 total_charge=+1 homo_lumo_gap_ev="5.79 / 9.70"
Cd 0.5430 1.1901 0.1560 1.697
O 2.5573 0.9524 0.0386 -0.696
O -1.2932 1.6657 0.1979 -0.879
O -0.0509 -0.6841 -0.1856 -0.879
O 4.5914 -0.1322 -0.1701 -0.358
C 3.5561 0.3544 -0.0953 1.099
C -1.5142 -0.7314 0.0512 -0.172
C -2.0319 0.6405 -0.2247 0.066
H -3.1135 0.7785 -0.3408 0.190
H 0.3688 -1.5129 0.0656 0.520
H -1.6388 -1.0365 1.1081 0.187
H -1.9740 -1.4845 -0.6010 0.226

***

The computed energies, referenced to the most stable structure and given in eV, are run 1 3.022; run 2 0.000.

***

Run 1
22
Properties=species:S:1:pos:R:3:nbo_charge:R:1 method="wB97M-V/def2-TZVPD" spin_multiplicity=1 total_charge=0 homo_lumo_gap_ev=9.74
S 0.6355 1.2551 0.6122 1.562
O -0.1217 0.0628 -0.1595 -0.704
O -0.3641 1.5634 1.8966 -0.874
N 0.2768 2.5446 -0.2517 -0.939
C -0.2866 -2.3544 -0.3263 -0.418
C -0.4423 -1.0769 0.5960 0.085
C 1.0812 -2.3582 -1.0173 -0.620
C 1.2466 3.4384 -0.9664 -0.415
C -1.9066 -0.7572 1.1313 -0.635
H 1.2838 -1.6159 -1.7976 0.217
H -0.9728 2.1824 1.5457 0.493
H 0.8505 4.4726 -0.7273 0.202
H -2.6144 -1.3636 0.5986 0.207
H 0.1728 -1.2540 1.4780 0.180
H 1.8930 -2.1747 -0.3104 0.199
H -0.3601 -3.2376 0.1921 0.215
H -2.1298 0.2670 0.7754 0.220
H -2.0706 -0.7540 2.2187 0.221
H 1.3733 -3.2635 -1.6396 0.216
H -0.9449 -2.1731 -1.1643 0.210
H 1.1234 3.2429 -2.0475 0.193
H 2.2769 3.3540 -0.6367 0.184

***

Run 2
22
Properties=species:S:1:pos:R:3:nbo_charge:R:1 method="wB97M-V/def2-TZVPD" spin_multiplicity=1 total_charge=0 homo_lumo_gap_ev="9.06 / 9.06"
S -3.1730 -0.1567 0.3798 1.494
O -2.6825 1.0455 1.0040 -0.949
O -3.4110 -0.0286 -1.2822 -0.908
N -0.2864 -0.0529 -0.8992 -0.560
C 0.8852 0.1276 -0.1394 0.066
C 0.7192 1.1190 1.0525 -0.626
C 1.4029 -1.0819 0.5228 -0.619
C -1.6252 -1.1211 0.3647 -0.509
C 1.8990 0.6733 -1.2305 -0.589
H -2.7780 -0.4432 -1.8290 0.497
H 0.2859 0.6840 1.9386 0.208
H 1.9673 0.0603 -2.1800 0.225
H 0.7180 -1.3172 1.3130 0.207
H -1.7678 -2.0509 -0.0857 0.201
H 2.4544 -1.1057 0.7618 0.227
H 1.6780 1.4873 1.2333 0.206
H 1.2145 -2.0036 -0.0713 0.212
H -0.8097 0.8854 -0.9341 0.366
H 2.8372 0.6588 -0.8014 0.203
H 0.0417 1.9280 0.8951 0.219
H 1.6895 1.6849 -1.3920 0.207
H -1.2591 -0.9923 1.3793 0.221

***

Run 3
22
Properties=species:S:1:pos:R:3:nbo_charge:R:1 method="wB97M-V/def2-TZVPD" spin_multiplicity=1 total_charge=0 homo_lumo_gap_ev=8.98
S -1.5935 -0.4213 -1.7226 0.188
O -2.0567 2.4327 0.1587 -0.964
O 2.4579 -2.0887 1.8164 -0.531
N 2.3285 0.9946 0.0624 -0.859
C 0.6935 -0.8874 -0.2431 -0.421
C -2.6419 -1.0612 -0.4037 -0.763
C -0.2460 0.2456 -0.7048 -0.568
C 2.7037 -1.1926 1.0421 0.434
C 1.6757 -0.1278 0.7256 -0.154
H 3.6924 -1.1975 0.5477 0.119
H 1.2085 0.2768 1.6431 0.224
H 1.8732 1.8638 0.2367 0.377
H -2.6272 -0.4419 0.5098 0.224
H 1.3005 -1.3601 -1.0198 0.208
H -2.0177 2.5477 -0.7925 0.486
H 0.2389 1.1219 -1.1277 0.229
H 0.0898 -1.6175 0.3168 0.229
H -2.9323 2.5885 0.5220 0.484
H -0.6958 0.7787 0.1758 0.251
H 2.6480 0.8275 -0.8688 0.368
H -3.6278 -1.1782 -0.7905 0.227
H -2.4716 -2.1034 -0.0837 0.212

***

The computed energies, referenced to the most stable structure and given in eV, are run 1 1.863; run 2 3.103; run 3 0.000.

***

Run 1
7
Properties=species:S:1:pos:R:3:nbo_charge:R:1 method="wB97M-V/def2-TZVPD" spin_multiplicity=1 total_charge=0 homo_lumo_gap_ev="8.25 / 8.33"
F 1.5486 0.2589 1.8033 -0.218
F -1.7780 -1.3193 -0.5410 -0.219
F -0.7423 0.6929 -1.2260 -0.341
F 0.7023 1.5764 0.2973 -0.176
N 1.0904 0.3116 0.4463 0.374
N 0.1979 -0.8738 0.1743 -0.292
C -0.7690 -0.7211 -0.8058 0.872

***

Run 2
7
Properties=species:S:1:pos:R:3:nbo_charge:R:1 method="wB97M-V/def2-TZVPD" spin_multiplicity=1 total_charge=0 homo_lumo_gap_ev=11.43
F 1.7985 0.1368 0.1668 -0.253
F 0.5452 1.1855 -1.2827 -0.255
F -1.1779 -1.1234 -1.1375 -0.206
F -0.5695 -0.0499 2.0092 -0.220
N -0.3301 -0.7275 -0.1144 -0.022
N -0.8327 0.3242 0.7289 0.051
C 0.6201 0.2516 -0.3726 0.906

***

The computed energies, referenced to the most stable structure and given in eV, are run 1 1.581; run 2 0.000.

***

Run 1
47
Properties=species:S:1:pos:R:3:nbo_charge:R:1 method="wB97M-V/def2-TZVPD" spin_multiplicity=1 total_charge=-2 homo_lumo_gap_ev=9.92
S -0.0531 -0.1203 0.0270 2.730
O 1.5184 2.6452 -1.4046 -0.965
O -0.2455 1.0570 0.8159 -1.102
O -1.8261 2.9567 1.0761 -0.963
O 0.0290 -3.4010 -1.0718 -0.974
O 3.0081 -0.5872 2.3074 -0.969
O -2.9106 -3.0081 0.2686 -0.971
O 1.1129 3.2565 1.4846 -0.977
O -0.2674 0.8889 3.3177 -0.960
O 3.7280 -0.8608 -1.1037 -0.967
O 0.9056 -1.4531 -3.0641 -0.969
O -2.2903 3.2127 -1.5565 -0.981
O -1.1022 -1.0740 0.3576 -1.109
O 1.2452 -0.7413 0.2954 -1.111
O -0.7282 -1.8256 2.8290 -1.003
O -0.1548 0.2820 -1.3784 -1.104
O -1.3540 0.9628 -3.4413 -0.977
O -3.2849 0.6849 -0.0995 -0.966
O 2.3981 -3.1297 0.2938 -0.985
H -0.6577 -0.8927 3.0312 0.474
H -2.6879 -0.0579 -0.1893 0.483
H -1.2128 1.0204 3.3890 0.448
H 0.7177 2.4939 1.0620 0.489
H -0.0915 0.9164 2.3772 0.491
H 0.9602 -3.1950 -1.1535 0.481
H -2.4072 -2.2024 0.3857 0.493
H 0.8630 -0.7004 -2.4744 0.495
H -1.2810 2.1796 0.9525 0.491
H -2.3027 -3.7078 0.5075 0.464
H -0.8776 0.6790 -2.6611 0.494
H 2.4264 2.4037 -1.2215 0.461
H 0.0811 -1.4248 -3.5494 0.454
H -2.3054 2.7871 1.8871 0.460
H -1.9033 2.4315 -1.9518 0.479
H -0.3485 -2.6370 -0.6359 0.476
H 1.2260 3.8912 0.7771 0.468
H -2.3300 3.0137 -0.6210 0.477
H 3.0265 -0.5668 -0.5226 0.486
H 3.3434 -1.5857 -1.5965 0.474
H -0.8254 -1.8583 1.8773 0.481
H -1.2838 0.2250 -4.0470 0.446
H 1.8877 -2.3203 0.3191 0.493
H 2.3796 -3.4532 1.1945 0.471
H 1.0356 1.8202 -1.3531 0.490
H 2.4695 -0.7055 1.5250 0.490
H 3.1495 0.3580 2.3607 0.460
H -2.7794 1.3428 0.3778 0.456

***

Run 2
47
Properties=species:S:1:pos:R:3:nbo_charge:R:1 method="wB97M-V/def2-TZVPD" spin_multiplicity=1 total_charge=-2 homo_lumo_gap_ev=9.44
S -0.4121 -0.1114 -0.6162 2.601
O -0.7722 -0.1279 0.8559 -1.139
O -3.2243 -1.3592 -2.0246 -0.991
O -1.5950 1.3836 5.4793 -0.971
O 1.9758 -3.2916 -1.0371 -0.964
O -0.3961 2.2649 2.2605 -0.975
O -0.4728 -1.4691 -1.1846 -1.086
O -2.7491 -1.9867 1.1688 -0.992
O -3.0447 1.1768 2.7160 -1.002
O -1.4382 0.7553 -1.2861 -1.119
O 0.9599 0.4936 -0.7470 -1.126
O -0.1961 -2.1106 -4.0640 -0.972
O 2.1578 -0.0559 -3.1408 -0.986
O 2.6385 3.0296 -0.6535 -0.963
O -0.1381 2.0698 -3.6096 -0.976
O 4.9219 -2.4344 0.4553 -0.990
O -3.0067 2.7255 -0.3138 -0.997
O 0.7462 -1.1788 3.0438 -1.003
O 3.2769 -0.4106 0.9068 -0.988
H -0.7968 1.1739 4.9885 0.479
H -3.1615 0.4014 2.1179 0.497
H -0.1623 -1.1813 -4.3302 0.476
H 0.1974 -0.8993 2.2389 0.514
H 0.7070 1.6693 -3.3922 0.478
H 5.1229 -2.1263 -0.4484 0.453
H -0.7383 -2.1081 -3.2745 0.494
H -3.0707 -1.4171 0.4457 0.471
H -0.4284 1.6767 1.4932 0.511
H -0.7018 3.1133 1.9117 0.467
H -2.5279 2.0582 -0.8146 0.507
H -2.5483 -1.8323 -1.4934 0.486
H -1.8409 -1.5780 1.2501 0.499
H 2.0032 -3.4366 -0.0821 0.463
H 2.7439 2.0857 -0.3880 0.483
H 2.7222 -0.0749 0.1539 0.512
H 0.1063 -1.6473 3.6013 0.465
H 1.1693 -2.7761 -1.0982 0.494
H -2.7911 -0.5153 -2.1590 0.494
H -2.1950 1.7179 4.7503 0.490
H -0.6394 2.0169 -2.8187 0.490
H 4.2989 -1.7066 0.6999 0.498
H -2.9799 2.4412 0.6148 0.467
H 2.0786 0.4835 -2.3512 0.486
H 1.9663 -0.9480 -2.8055 0.493
H -2.1854 1.5359 2.5269 0.487
H 2.6120 -0.5189 1.6216 0.503
H 1.8081 3.0291 -1.1676 0.480

***

The computed energies, referenced to the most stable structure and given in eV, are run 1 1.632; run 2 0.000.